A structure of composition C35H52ClOsP in a non-equilibrium geometry, computed with wB97M-V/def2-TZVPD.

Values from the calculation:
2S+1: 5
HOMO (alpha / beta) in eV: -3.77 / -7.36
Total energy in hartree: -2256.82391
⟨S²⟩: 6.0480
Orbital gap (alpha / beta) in eV: 3.78 / 5.21

CARTESIAN COORDINATES (ANGSTROEM)
Os1 0.2336 0.1271 0.0954
P1 0.1350 0.6387 -2.1889
Cl1 1.1919 2.3117 0.2512
C1 -1.6806 0.0940 -0.1299
H1 -2.3622 -0.1513 -1.0047
H2 -2.1413 0.8933 0.5330
C2 1.9590 0.8346 -2.5803
C3 -0.7533 2.2849 -2.4692
C4 2.4337 0.8622 -4.0341
H3 2.1996 1.8056 -2.1197
C5 3.9298 1.2131 -4.0639
H4 2.2877 -0.1237 -4.4997
H5 1.8749 1.5937 -4.6357
C6 4.7904 0.3105 -3.1615
H6 4.2902 1.1540 -5.0993
H7 4.0468 2.2577 -3.7412
C7 4.1990 0.0657 -1.7665
H8 4.9267 -0.6590 -3.6594
H9 5.7882 0.7522 -3.0581
C8 2.7065 -0.2605 -1.8261
H10 4.7284 -0.7556 -1.2660
H11 4.3273 0.9614 -1.1423
H12 2.5609 -1.2276 -2.3295
H13 2.3026 -0.3560 -0.7937
C9 -0.5634 -0.4874 -3.5275
C10 -2.2486 2.1163 -2.7548
H14 -0.6551 2.7594 -1.4793
C11 -2.9675 3.4682 -2.7343
H15 -2.4042 1.6342 -3.7295
H16 -2.6932 1.4580 -2.0052
C12 -2.3172 4.5089 -3.6507
H17 -4.0157 3.3174 -3.0184
H18 -2.9664 3.8466 -1.7034
C13 -0.7896 4.5834 -3.5235
H19 -2.5810 4.2859 -4.6928
H20 -2.7424 5.4952 -3.4297
C14 -0.0897 3.2160 -3.4913
H21 -0.3764 5.1758 -4.3486
H22 -0.5408 5.1159 -2.5958
H23 -0.1227 2.7674 -4.4964
H24 0.9714 3.3613 -3.2449
C15 0.1625 -1.8345 -3.5944
H25 -1.6002 -0.6576 -3.1878
C16 -0.5400 -2.8157 -4.5443
H26 1.1934 -1.6781 -3.9418
H27 0.2282 -2.2903 -2.5982
C17 -0.8013 -2.2342 -5.9408
H28 0.0689 -3.7260 -4.6260
H29 -1.4974 -3.1117 -4.0933
C18 -1.3788 -0.8142 -5.9079
H30 0.1394 -2.2276 -6.5083
H31 -1.4915 -2.8920 -6.4821
C19 -0.6318 0.1146 -4.9426
H32 -1.3542 -0.3778 -6.9149
H33 -2.4353 -0.8600 -5.6094
H34 0.3852 0.2733 -5.3243
H35 -1.1195 1.0955 -4.9509
C20 0.0767 -2.1471 0.0410
C21 -1.3886 -2.1101 -0.3171
H36 0.8284 -2.1751 -0.7785
C22 -2.4190 -2.4805 0.6900
H37 -1.6860 -1.9584 -1.3841
C23 -1.8047 -2.8839 2.0696
H38 -3.1140 -1.6343 0.8558
H39 -3.0681 -3.3217 0.3655
C24 -0.6315 -3.8441 1.8902
H40 -1.4708 -1.9837 2.6215
H41 -2.5600 -3.3811 2.6948
C25 0.5281 -3.2032 1.1109
H42 -0.2625 -4.2052 2.8579
H43 -0.9636 -4.7491 1.3584
H44 1.2896 -2.7795 1.7928
H45 1.0792 -4.0249 0.6002
C26 3.5383 -0.8705 4.3111
C27 3.5448 -0.8961 2.9084
C28 2.3943 -0.5196 2.2304
C29 1.2222 -0.1401 2.8892
C30 0.0176 0.1768 2.1855
C31 -1.1628 0.4620 2.8624
C32 -1.1813 0.4264 4.2747
C33 -0.0336 0.1292 4.9930
C34 1.1926 -0.1433 4.3250
C35 2.3841 -0.5155 4.9914
H46 4.4536 -1.1547 4.8444
H47 4.4176 -1.2056 2.3375
H48 2.3615 -0.5264 1.1268
H49 -2.0514 0.7010 2.2869
H50 -2.1126 0.6360 4.8072
H51 -0.0280 0.0882 6.0759
H52 2.3731 -0.5372 6.0813

A structure of composition C35H52HfOP3Sb in a non-equilibrium geometry, computed with wB97M-V/def2-TZVPD.

Values from the calculation:
2S+1: 1
HOMO in eV: -18.17
Total charge: +4
Total energy in hartree: -2750.84449
Orbital gap in eV: 4.16

CARTESIAN COORDINATES (ANGSTROEM)
Hf1 -0.6567 -0.7835 -0.1394
P1 0.0633 1.1123 1.5546
P2 1.2063 -2.4549 0.6665
P3 -3.0009 -0.6582 1.0009
H1 -0.0194 -0.4979 -3.2138
C1 -1.0537 -0.4527 -2.8558
C2 -1.5349 0.6221 -2.0764
H2 -0.9698 1.5528 -1.8875
C3 1.5649 2.1547 1.6386
C4 0.0752 0.5305 3.2922
C5 -1.1890 2.4448 1.5074
C6 1.7887 -3.6910 -0.5658
C7 2.8364 -2.0640 1.4036
C8 0.5313 -3.5854 1.9412
C9 -4.0469 0.7555 0.4849
C10 -3.1336 -0.6209 2.8189
C11 -4.2163 -2.0041 0.7256
H3 -1.7682 -1.0658 -3.4110
H4 -2.6198 0.7713 -2.0368
H5 1.6781 2.7450 0.7205
H6 2.4589 1.5375 1.7805
H7 1.4629 2.8406 2.4922
H8 0.8995 -0.1785 3.4445
H9 -0.8589 0.0393 3.5733
H10 0.2328 1.3923 3.9530
H11 -1.3995 2.7216 0.4645
H12 -0.7808 3.3276 2.0200
H13 -2.1219 2.1374 1.9953
H14 1.4529 -4.7040 -0.2887
H15 2.8910 -3.6799 -0.5864
H16 1.3995 -3.4300 -1.5551
H17 3.3277 -3.0058 1.6950
H18 2.7073 -1.4426 2.2994
H19 3.4782 -1.5489 0.6760
H20 1.2286 -4.4194 2.1033
H21 -0.4419 -3.9917 1.6354
H22 0.4079 -3.0415 2.8856
H23 -5.0809 0.5115 0.7611
H24 -3.9833 0.9087 -0.5981
H25 -3.7326 1.6762 0.9825
H26 -4.1368 -0.9535 3.1110
H27 -2.9619 0.3874 3.2015
H28 -2.4049 -1.3119 3.2542
H29 -5.0452 -1.8598 1.4307
H30 -3.7670 -2.9875 0.9098
H31 -4.5934 -1.9804 -0.3026
C12 -2.1078 -3.5374 -1.5359
C13 -1.4754 -4.7519 -1.3863
C14 -2.1127 -5.8785 -1.9103
C15 -3.3831 -5.7601 -2.4855
C16 -3.9846 -4.5040 -2.6388
C17 -3.2923 -3.3430 -2.2502
O1 -1.4776 -2.4131 -0.9990
H32 -1.8345 -1.5418 -1.5350
H33 -0.4899 -4.7482 -0.9214
H34 -1.6021 -6.8405 -1.8784
H35 -3.8843 -6.6495 -2.8714
H36 -4.9701 -4.3899 -3.0885
H37 -3.6268 -2.3322 -2.5080
C18 7.0375 1.2447 -0.1424
C19 6.1068 0.9644 0.8647
C20 4.7622 0.7399 0.5387
C21 4.3287 0.8174 -0.7906
C22 5.2695 1.0415 -1.8012
C23 6.6184 1.2748 -1.4796
Sb1 2.1718 0.7162 -1.3302
C24 2.1385 2.9025 -1.7372
C25 1.0482 3.4422 -2.4269
C26 0.9463 4.8293 -2.6204
C27 1.9293 5.6879 -2.1154
C28 3.0160 5.1486 -1.4153
C29 3.1204 3.7629 -1.2322
C30 2.5126 0.0534 -3.3592
C31 2.4514 0.9316 -4.4503
C32 2.5486 0.4278 -5.7570
C33 2.7469 -0.9425 -5.9671
C34 2.8638 -1.8072 -4.8720
C35 2.7646 -1.3078 -3.5695
H38 8.0858 1.4198 0.1059
H39 6.4224 0.9225 1.9092
H40 4.0671 0.4980 1.3415
H41 4.9707 1.0402 -2.8528
H42 7.3336 1.4822 -2.2804
H43 0.2496 2.8060 -2.8118
H44 0.0913 5.2410 -3.1630
H45 1.8496 6.7681 -2.2567
H46 3.7838 5.8009 -0.9998
H47 3.9708 3.3719 -0.6721
H48 2.3184 2.0055 -4.3023
H49 2.4763 1.1131 -6.6050
H50 2.8185 -1.3377 -6.9793
H51 3.0401 -2.8738 -5.0193
H52 2.8795 -1.9763 -2.7142

A structure of composition C35H52I2N3PSbSi3Tl, computed with wB97M-V/def2-TZVPD.

Values from the calculation:
2S+1: 1
HOMO in eV: -6.30
Total energy in hartree: -3747.17631
Orbital gap in eV: 6.05

CARTESIAN COORDINATES (ANGSTROEM)
Tl1 0.6429 0.3200 0.2752
C1 0.8218 1.3694 7.3247
C2 1.1254 0.0483 7.0367
C3 0.7957 -0.4983 5.8026
C4 0.1622 0.2795 4.8399
C5 -0.1356 1.6127 5.1378
C6 0.1785 2.1514 6.3733
P1 -0.2037 -0.2205 3.1147
C7 0.3716 -1.9553 3.0491
C8 -0.4660 -3.0528 2.8763
C9 0.0729 -4.3203 2.6933
C10 1.4478 -4.5032 2.6773
C11 2.2926 -3.4135 2.8529
C12 1.7558 -2.1489 3.0301
C13 -2.0109 -0.4108 3.1378
C14 -2.7165 -0.6921 4.2812
C15 -4.1157 -0.8235 4.2319
C16 -4.7795 -0.6585 3.0489
C17 -4.0846 -0.3589 1.8544
C18 -4.7666 -0.1550 0.6340
C19 -4.0592 0.1493 -0.4920
C20 -2.6492 0.2407 -0.4543
C21 -1.9068 0.0512 0.6949
C22 -2.6613 -0.2405 1.8783
H1 1.0932 1.7938 8.2829
H2 1.6247 -0.5603 7.7807
H3 1.0350 -1.5340 5.5961
H4 -0.6168 2.2225 4.3788
H5 -0.0676 3.1829 6.5934
H6 -1.5408 -2.9155 2.8825
H7 -0.5859 -5.1688 2.5546
H8 1.8623 -5.4917 2.5238
H9 3.3672 -3.5466 2.8289
H10 2.4089 -1.2914 3.1567
H11 -2.1976 -0.8089 5.2252
H12 -4.6623 -1.0475 5.1400
H13 -5.8598 -0.7523 3.0138
H14 -5.8476 -0.2361 0.6042
H15 -4.5812 0.3302 -1.4265
H16 -2.1468 0.4933 -1.3854
I1 4.0960 -0.7651 0.2095
C23 4.4077 1.2005 1.0633
I2 2.8997 2.0742 2.3512
H17 4.5528 1.8798 0.2331
H18 5.3046 1.1190 1.6615
N1 0.3901 -2.4636 -0.4062
H19 0.4215 -2.6936 -1.3926
H20 -0.5485 -2.6421 -0.0670
H21 1.0297 -3.0772 0.0885
N2 0.2052 5.1643 0.1475
C24 -1.1254 4.8633 0.3122
C25 -1.2278 3.5249 0.0720
N3 0.0101 3.0102 -0.2313
C26 0.8465 4.0159 -0.1685
H22 0.6303 6.0638 0.2798
H23 -1.8547 5.6078 0.5797
H24 -2.0927 2.8823 0.1093
H25 1.9057 3.9663 -0.3601
C27 2.6458 -2.3856 -3.8567
Si1 2.1738 -0.7005 -4.5803
C28 3.5098 0.5388 -4.0736
C29 2.1717 -0.8252 -6.4681
Sb1 0.0423 0.0088 -3.3203
Si2 -0.4726 2.1951 -4.5784
C30 -0.3800 2.1451 -6.4678
C31 0.8077 3.4422 -3.9688
C32 -2.1829 2.8201 -4.0719
Si3 -1.6317 -1.5657 -4.4902
C33 -3.4001 -0.9631 -4.2115
C34 -1.3989 -1.8519 -6.3468
C35 -1.4396 -3.2391 -3.6249
H26 3.6140 -2.7258 -4.2318
H27 1.9047 -3.1478 -4.1100
H28 2.7119 -2.3209 -2.7674
H29 4.5070 0.1946 -4.3587
H30 3.5008 0.6765 -2.9892
H31 3.3438 1.5132 -4.5383
H32 3.1644 -1.1084 -6.8265
H33 1.9071 0.1286 -6.9275
H34 1.4613 -1.5716 -6.8242
H35 0.6448 1.9698 -6.8009
H36 -0.7140 3.0938 -6.8948
H37 -1.0082 1.3521 -6.8786
H38 1.8162 3.1513 -4.2720
H39 0.7832 3.4763 -2.8810
H40 0.6155 4.4483 -4.3500
H41 -2.9786 2.2170 -4.5131
H42 -2.3324 3.8531 -4.3948
H43 -2.2982 2.7872 -2.9856
H44 -3.5141 0.0840 -4.4975
H45 -3.6709 -1.0536 -3.1581
H46 -4.1122 -1.5513 -4.7948
H47 -1.3062 -0.9081 -6.8881
H48 -2.2552 -2.3921 -6.7577
H49 -0.5048 -2.4433 -6.5499
H50 -1.6944 -3.1572 -2.5657
H51 -0.4102 -3.5998 -3.6997
H52 -2.0893 -3.9974 -4.0684

Q: Which of these has the highest 2S+1?
A: C35H52ClOsP

Q: Which of these has the lowest total energy?
A: C35H52I2N3PSbSi3Tl